[1]
The following is a DFT calculation (ωB97M-V/def2-TZVPD) of 2 unconnected molecules or ions with the total composition H2NOS2 at a distorted geometry.

Calculated values
HOMO-LUMO gap (alpha / beta): 3.6 / 3.6 eV
LUMO energy (alpha / beta): 0.047 / 0.047 Ha
energy relative to the best compared isomer or geometry (same formula, charge and spin): 242.98 kJ/mol
HOMO (alpha / beta): -2.36 / -2.33 eV

ORCA input file:
```
! wB97M-V def2-TZVPD RIJCOSX def2/J DEFGRID3
* xyz -1 1
N -0.1540 -0.5129 -1.5906
O -1.2486 -0.1570 3.0096
S 1.5096 1.8765 -1.4758
S 0.1557 0.7174 -0.6997
H 0.6960 -0.8692 -2.0055
H -0.9587 -1.0548 2.7619
*
```

natural (NBO) population analysis, charges in e, atoms 1 to 2: -0.92, -1.32

[2]
The following is a DFT calculation (ωB97M-V/def2-TZVPD) of C5H10O in the gas phase.

Calculated values
HOMO-LUMO gap: 9.0 eV
LUMO energy: 0.038 Ha
energy relative to the best compared isomer or geometry (same formula, charge and spin): 434.51 kJ/mol
HOMO: -8.01 eV

ORCA input file:
```
! wB97M-V def2-TZVPD RIJCOSX def2/J DEFGRID3
* xyz 0 1
C -1.1332 -0.9490 -0.4222
C 0.2011 -0.2364 -0.5584
C 0.2307 0.7186 -1.7375
C -0.6584 1.0552 1.6645
C 0.4323 0.0774 1.9317
O 0.5663 0.5966 0.5835
H -1.1417 -1.6676 0.4025
H -1.3194 -1.5038 -1.3485
H -1.9336 -0.2275 -0.2510
H 1.0168 -0.9669 -0.6350
H 0.0488 0.1767 -2.6707
H 1.1994 1.2218 -1.8054
H -0.5495 1.4768 -1.6142
H -0.2309 2.0421 1.9181
H 1.3453 0.2991 2.4912
H 0.1884 -0.9874 1.9555
*
```

natural (NBO) population analysis, charges in e, atoms 1 to 2: -0.65, 0.12

[3]
The following is a DFT calculation (ωB97M-V/def2-TZVPD) of C3H8N2S in the gas phase at a distorted geometry.

Calculated values
HOMO-LUMO gap: 8.7 eV
LUMO energy: 0.024 Ha
structure (SMILES): [H]/N=C(\C)NSC
energy relative to the best compared isomer or geometry (same formula, charge and spin): 392.90 kJ/mol
HOMO: -8.01 eV

ORCA input file:
```
! wB97M-V def2-TZVPD RIJCOSX def2/J DEFGRID3
* xyz 0 1
C 0.3742 -2.3629 0.4305
C 0.1735 0.7350 -0.3251
C -0.3682 2.1175 -0.0845
H 1.2514 -1.7782 0.3807
H 0.6325 -3.4565 -0.1858
H -0.3428 -2.9566 1.3455
H -1.9129 0.2078 -0.0811
H 0.3396 2.9852 0.1397
H -1.0042 2.2083 0.7918
H -0.8999 2.2617 -1.0304
H 2.1084 1.5344 -0.3081
N -0.9260 -0.2320 -0.1450
N 1.5198 0.5355 -0.3052
S -0.9454 -1.7994 -0.6229
*
```

natural (NBO) population analysis, charges in e, atoms 1 to 2: -0.80, 0.44

[4]
The following is a DFT calculation (ωB97M-V/def2-TZVPD) of 8 unconnected molecules or ions with the total composition C32H38F7N4O22S.

Calculated values
HOMO-LUMO gap: 9.4 eV
LUMO energy: -0.096 Ha
HOMO: -11.97 eV

ORCA input file:
```
! wB97M-V def2-TZVPD RIJCOSX def2/J DEFGRID3
* xyz 1 1
C -4.2353 -7.3390 8.2322
C -5.3225 -6.4112 7.7016
C -5.3951 -6.1356 6.1736
C -6.7352 -6.6358 5.6138
C -4.2755 -6.6547 5.3154
C -4.3617 -7.0799 4.0127
N -3.1049 -7.4339 3.5872
C -2.8226 -7.9823 2.2601
C -3.0447 -6.9894 1.1305
S -1.8184 -5.6831 0.9805
C -2.3860 -4.4022 1.9929
N -1.6731 -3.3368 2.1904
N -2.4355 -2.5331 3.0113
C -3.5273 -3.1641 3.2421
O -3.5855 -4.3719 2.6207
C -2.2515 -7.2200 4.5787
N -2.9374 -6.7620 5.6275
H -4.4578 -7.5774 9.2689
H -4.1599 -8.2749 7.6841
H -3.2658 -6.8462 8.2754
H -5.2400 -5.4610 8.2235
H -6.2808 -6.8300 7.9964
H -5.4099 -5.0546 6.0255
H -7.5254 -6.2731 6.2622
H -6.9290 -6.2137 4.6294
H -6.7671 -7.7203 5.5595
H -5.2266 -7.1621 3.3846
H -1.7740 -8.2644 2.2430
H -3.4643 -8.8479 2.1319
H -4.0619 -6.6033 1.1262
H -2.9267 -7.5324 0.1950
H -4.3383 -2.8220 3.8575
H -1.1978 -7.4250 4.5399
H -2.5316 -6.5407 6.5242
C -1.3849 0.3249 1.5082
C 0.1138 0.5125 1.4776
O 0.3223 1.0713 0.1931
C -0.8167 1.7445 -0.1595
O -0.8897 2.5112 -1.0539
O -1.8326 1.3936 0.6643
F 0.7742 -0.6737 1.5594
H -1.6684 -0.6345 1.0734
H -1.8112 0.4120 2.5029
H 0.5126 1.1879 2.2313
C 2.3449 -2.8321 -1.0498
C 1.9412 -2.7264 -2.5052
O 1.3641 -4.0028 -2.7505
C 0.8935 -4.4843 -1.5754
O 0.1650 -5.4163 -1.4689
O 1.3684 -3.7573 -0.5426
F 2.9979 -2.5503 -3.3269
H 3.3402 -3.2677 -0.9558
H 2.2985 -1.8935 -0.5099
H 1.1985 -1.9556 -2.7165
C 3.2680 3.4424 -0.9547
C 2.7908 4.5618 -0.0549
O 2.1909 3.8497 1.0183
C 2.7885 2.6340 1.0963
O 2.6626 1.8852 2.0107
O 3.5218 2.3939 -0.0038
F 1.8645 5.3488 -0.6465
H 2.4819 3.1286 -1.6423
H 4.1668 3.6880 -1.5101
H 3.5848 5.1960 0.3424
C 3.3276 5.9623 -5.5712
C 2.9921 5.7277 -4.1151
O 4.1271 4.9979 -3.6635
C 5.1919 5.3484 -4.4457
O 6.3206 5.1114 -4.1858
O 4.7619 6.0079 -5.5414
F 1.8856 4.9698 -3.9469
H 3.0029 5.1240 -6.1886
H 2.9283 6.8892 -5.9697
H 2.8916 6.6352 -3.5181
C 6.2588 8.7215 -9.2166
C 6.8009 9.2901 -7.9206
O 5.6112 9.6769 -7.2451
C 4.6044 8.8932 -7.6950
O 3.5425 8.7918 -7.1697
O 4.9735 8.2338 -8.8070
F 7.5779 10.3771 -8.1156
H 6.1285 9.5072 -9.9611
H 6.8581 7.9161 -9.6291
H 7.3420 8.5749 -7.2996
C 0.3443 -2.7220 5.3059
C -0.1513 -1.6754 6.2829
O -0.8135 -2.4759 7.2572
C -0.2486 -3.7080 7.2476
O -0.4444 -4.5536 8.0559
O 0.5326 -3.8613 6.1575
F -1.0447 -0.8287 5.7280
H -0.4216 -2.9553 4.5653
H 1.2697 -2.4526 4.8061
H 0.6327 -1.0943 6.7694
C 0.2761 9.0015 -7.3957
C -0.1598 8.9342 -8.8432
O -0.4739 7.5623 -8.9996
C -0.8330 7.0668 -7.7806
O -1.3624 6.0249 -7.6045
O -0.4943 7.9434 -6.8061
F 0.8348 9.2676 -9.7006
H 1.3361 8.7807 -7.2875
H 0.0519 9.9510 -6.9173
H -1.0412 9.5306 -9.0843
*
```

Mulliken population analysis, charges in e, atoms 1 to 2: -1.33, -0.40

[5]
The following is a DFT calculation (ωB97M-V/def2-TZVPD) of a molecular structure, C4H13N2O2 at a distorted geometry.

Calculated values
HOMO-LUMO gap: 7.0 eV
LUMO energy: 0.125 Ha
energy relative to the best compared isomer or geometry (same formula, charge and spin): 393.88 kJ/mol
HOMO: -3.62 eV

ORCA input file:
```
! wB97M-V def2-TZVPD RIJCOSX def2/J DEFGRID3
* xyz -1 1
C -0.2536 -0.0690 -0.2902
C 0.6432 -0.1016 0.9241
C 2.0712 -0.3962 0.5226
O 2.4981 0.5949 -0.3813
N -1.9203 0.5251 0.3307
C -2.8490 -0.1136 -0.5755
N -4.2048 0.1638 -0.0813
H -0.6612 -1.0238 -0.6149
H 0.3180 0.3272 -1.1402
H 0.2865 -0.8398 1.6521
H 0.5737 0.8583 1.4338
H 2.1466 -1.3911 0.0553
H 2.7477 -0.3933 1.3799
H -1.1192 0.9470 -0.2176
H -2.7109 -1.2068 -0.6244
H -2.7521 0.2187 -1.6245
H -4.7383 0.6336 -0.7930
H -4.1072 0.7595 0.7344
H 3.5322 0.5070 -0.3901
H 5.6736 0.1384 -0.3184
O 4.8259 -0.1383 0.0184
*
```

natural (NBO) population analysis, charges in e, atoms 1 to 2: -0.29, -0.44

[6]
The following is a DFT calculation (ωB97M-V/def2-TZVPD) of a molecular structure, C27H51N2OP3SY at a distorted geometry.

Calculated values
HOMO-LUMO gap (alpha / beta): 4.9 / 4.1 eV
LUMO energy (alpha / beta): -0.393 / -0.424 Ha
energy relative to the best compared isomer or geometry (same formula, charge and spin): 103.86 kJ/mol
HOMO (alpha / beta): -15.64 / -15.64 eV

ORCA input file:
```
! wB97M-V def2-TZVPD RIJCOSX def2/J DEFGRID3
* xyz 3 1
Y 0.3116 0.2553 -1.4619
P 0.9062 -2.6373 -0.9820
P 2.4698 0.5488 0.4574
P -2.3778 -0.5875 -2.2422
H 4.4155 4.1895 -1.9282
C 3.3685 3.9719 -2.2189
C 2.3724 4.8037 -1.7246
H 2.5666 5.4943 -0.9261
C 2.0446 -3.2578 -2.2855
C 1.6755 -3.2954 0.5456
C -0.5152 -3.7905 -1.1445
C 2.8794 2.2792 0.8978
C 2.3308 -0.1246 2.1641
C 4.1147 -0.0501 -0.0530
C -3.2359 0.9634 -2.7135
C -3.5904 -1.4084 -1.1576
C -2.3979 -1.5353 -3.8072
H 3.1894 3.2944 -3.0160
H 1.3215 4.6325 -2.0306
H 2.1690 -4.3470 -2.1910
H 3.0126 -2.7466 -2.2018
H 1.6338 -3.0050 -3.2743
H 1.8891 -4.3672 0.4102
H 0.9817 -3.1514 1.3849
H 2.5972 -2.7472 0.7806
H -0.1347 -4.8206 -1.2317
H -1.1244 -3.5335 -2.0219
H -1.1578 -3.6926 -0.2589
H 3.8723 2.2617 1.3673
H 2.1289 2.6308 1.6104
H 2.8689 2.9275 0.0060
H 3.3287 -0.1347 2.6306
H 1.9221 -1.1453 2.1764
H 1.6616 0.5212 2.7520
H 4.8181 0.1872 0.7621
H 4.4044 0.4729 -0.9754
H 4.0831 -1.1343 -0.2413
H -3.9605 0.7502 -3.5092
H -2.5087 1.6989 -3.0824
H -3.7546 1.3769 -1.8349
H -4.4021 -1.8698 -1.7398
H -4.0220 -0.6740 -0.4663
H -3.0901 -2.1817 -0.5570
H -3.3909 -1.4402 -4.2619
H -2.1698 -2.5920 -3.6062
H -1.6164 -1.1410 -4.4697
C 0.3095 1.8332 -4.9359
C 0.7058 1.2892 -6.2321
C 0.8075 2.1078 -7.3829
C 0.6188 3.4600 -7.2919
C 0.3602 4.0459 -6.0514
C 0.2495 3.2382 -4.9124
S 0.0692 0.8215 -3.7084
H 1.3896 1.4641 -0.7314
H 0.9558 0.2746 -6.3456
H 0.9372 1.6239 -8.4167
H 0.5374 4.1145 -8.2416
H 0.1426 5.1631 -6.0124
H 0.1476 3.7166 -3.9281
C -3.1557 -2.2884 6.9816
C -2.2600 -2.5912 5.7949
N -1.8316 -1.3775 5.0948
C -1.0756 -0.4165 5.9171
C 0.4165 -0.3126 5.6357
C -1.5583 -1.5292 3.7478
O -1.4099 -2.6474 3.2091
C -1.4862 -0.2988 2.8919
C -1.8693 0.9814 3.3080
C -1.5932 2.1150 2.4801
C -0.9942 1.8707 1.1868
N -0.7755 0.5937 0.7857
C -1.0330 -0.4562 1.5921
H -2.5857 -1.9166 7.8421
H -3.6335 -3.2228 7.2838
H -3.9340 -1.5650 6.7202
H -1.3610 -3.1367 6.1270
H -2.7940 -3.2209 5.0743
H -1.5321 0.5813 5.8313
H -1.2326 -0.7492 6.9503
H 0.6217 0.3239 4.7645
H 0.9049 0.1468 6.5015
H 0.8667 -1.3055 5.4843
H -2.4112 1.1092 4.2121
H -1.8110 3.0944 2.7772
H -0.7396 2.6717 0.5260
H -0.8519 -1.4555 1.1410
*
```

Mulliken population analysis, charges in e, atoms 1 to 2: -0.61, 1.07

no.,M (g/mol)
1,96.16
2,86.13
3,104.18
4,995.71
5,121.16
6,633.61